{"formula": "C41H39Br2F4N3OPSTi", "method": "ωB97M-V with the def2-TZVPD basis set", "symbols": ["Ti", "C", "C", "C", "C", "C", "C", "C", "Br", "C", "O", "C", "C", "C", "C", "C", "C", "H", "H", "H", "H", "H", "H", "H", "H", "H", "H", "H", "H", "H", "H", "H", "H", "H", "H", "H", "H", "C", "N", "C", "C", "N", "C", "S", "C", "C", "C", "C", "C", "N", "H", "H", "H", "H", "H", "H", "H", "H", "H", "F", "C", "C", "F", "C", "F", "C", "P", "C", "C", "C", "C", "C", "C", "C", "C", "C", "C", "C", "C", "C", "Br", "C", "F", "H", "H", "H", "H", "H", "H", "H", "H", "H", "H"], "coordinates": [[1.1444, -1.4054, 0.3825], [-4.0962, 0.9466, -5.0378], [-3.2059, 1.8298, -4.1498], [-4.0784, 2.5517, -3.1133], [-2.5171, 2.8769, -5.0319], [-2.1816, 0.9350, -3.4461], [-2.5026, 0.2899, -2.2484], [-1.5410, -0.4909, -1.6535], [-1.9547, -1.3901, -0.0311], [-0.2471, -0.6605, -2.1551], [0.6072, -1.3388, -1.3429], [0.0702, -0.1042, -3.3750], [-0.9256, 0.6868, -3.9779], [1.3799, -0.3373, -4.1390], [1.9400, 0.9875, -4.6905], [1.0658, -1.2706, -5.3207], [2.4668, -0.9886, -3.2819], [-4.7946, 1.5617, -5.6134], [-4.6802, 0.2432, -4.4377], [-3.4932, 0.3685, -5.7425], [-4.6233, 3.3692, -3.5887], [-3.4710, 2.9738, -2.3077], [-4.8224, 1.8876, -2.6659], [-3.2529, 3.6145, -5.3586], [-2.0822, 2.4347, -5.9329], [-1.7223, 3.4045, -4.4969], [-3.4805, 0.3825, -1.7933], [-0.6891, 1.1355, -4.9326], [1.3237, 1.4203, -5.4779], [2.9297, 0.8101, -5.1188], [2.0469, 1.7395, -3.9013], [0.3684, -0.8092, -6.0241], [0.6218, -2.2059, -4.9722], [1.9859, -1.5107, -5.8609], [2.7153, -0.3975, -2.3984], [3.3686, -1.0749, -3.8920], [2.1858, -1.9857, -2.9378], [-0.5028, -4.8107, -0.9693], [-0.0024, -4.4685, 0.3548], [-0.5644, -4.8637, 1.5494], [0.1491, -4.3678, 2.5711], [1.1791, -3.6042, 2.0012], [1.0968, -3.6709, 0.5833], [2.4694, -3.4212, -0.4148], [2.2578, -2.9184, 2.6017], [2.9921, -3.4776, 3.6271], [4.1109, -2.7971, 4.0642], [4.4672, -1.6049, 3.4498], [3.6700, -1.1239, 2.4343], [2.5558, -1.7545, 2.0325], [-0.9953, -5.7786, -0.9110], [0.3393, -4.8685, -1.6522], [-1.2020, -4.0536, -1.3186], [-1.4470, -5.4822, 1.5781], [-0.0016, -4.4587, 3.6318], [2.7023, -4.4346, 4.0412], [4.7233, -3.2151, 4.8550], [5.3565, -1.0614, 3.7372], [3.9068, -0.2061, 1.9146], [0.7195, 2.3064, 8.3168], [0.5938, 1.8536, 7.0787], [0.4900, 2.7323, 6.0248], [0.5060, 4.0392, 6.2542], [0.3655, 2.2403, 4.7370], [0.2476, 3.1589, 3.7730], [0.3572, 0.8803, 4.4565], [0.1262, 0.2777, 2.7373], [-1.5189, 1.0162, 2.3789], [-2.5891, 0.4906, 3.1037], [-3.8810, 0.9486, 2.8861], [-4.1167, 1.9321, 1.9302], [-3.0566, 2.4525, 1.2017], [-1.7613, 1.9982, 1.4288], [1.3024, 1.3039, 1.7660], [2.2931, 2.1577, 2.2419], [3.1153, 2.8337, 1.3499], [2.9722, 2.6745, -0.0276], [2.0104, 1.8077, -0.5224], [1.2215, 1.1181, 0.3860], [0.4148, 0.0140, 5.5513], [0.1861, -1.8549, 5.3959], [0.5445, 0.4932, 6.8405], [0.6082, -0.3182, 7.8931], [-2.4253, -0.2953, 3.8360], [-4.7039, 0.5368, 3.4581], [-5.1233, 2.2932, 1.7589], [-3.2334, 3.2223, 0.4589], [-0.9483, 2.4274, 0.8565], [2.4263, 2.3081, 3.3064], [3.8707, 3.5084, 1.7340], [3.6104, 3.2245, -0.7066], [1.8717, 1.6583, -1.5858], [0.3849, 0.5226, 0.0058]], "forces_ev_per_angstrom": [[0.5, -0.9, 0.5], [-0.1, 0.0, 0.0], [0.1, -0.2, 0.0], [0.0, 0.1, 0.0], [0.1, 0.1, -0.1], [-0.1, -0.1, 0.1], [0.0, 0.0, -0.2], [-0.4, 0.2, -0.1], [-0.1, 0.0, 0.2], [0.2, -0.7, 1.4], [-0.7, 0.7, -2.0], [-0.1, 0.5, -0.8], [0.2, -0.1, -0.1], [-0.1, 0.1, 0.0], [0.1, 0.0, 0.1], [0.0, 0.0, 0.0], [0.2, -0.2, -0.1], [0.0, 0.0, 0.1], [0.1, 0.0, 0.0], [0.0, 0.1, 0.0], [0.0, -0.1, 0.0], [0.0, 0.0, -0.1], [0.1, 0.0, 0.0], [0.0, 0.0, 0.0], [0.0, 0.0, 0.1], [-0.1, 0.0, 0.0], [0.1, 0.0, 0.0], [0.0, 0.0, 0.0], [-0.1, 0.0, 0.0], [-0.1, 0.0, 0.0], [0.0, -0.1, -0.1], [0.0, 0.0, 0.1], [0.0, 0.0, 0.0], [-0.1, 0.0, 0.0], [0.0, 0.0, -0.1], [0.0, 0.0, 0.0], [0.0, 0.1, -0.1], [0.1, 0.0, 0.2], [0.0, 0.2, 0.0], [-0.2, -0.2, -0.1], [0.4, 0.3, -0.1], [-0.1, 0.2, -0.2], [0.3, -0.8, 0.6], [-0.3, 0.1, 0.0], [-0.3, -0.5, 0.1], [0.0, -0.1, 0.2], [0.1, -0.1, 0.2], [0.1, 0.1, 0.0], [-0.2, 0.0, 0.0], [0.6, 0.1, 0.5], [0.0, 0.0, 0.0], [0.1, 0.0, 0.0], [0.0, 0.0, 0.0], [0.0, 0.1, 0.0], [0.0, 0.1, 0.0], [0.0, 0.0, 0.0], [-0.1, 0.1, 0.0], [0.0, 0.0, 0.0], [0.0, 0.1, 0.0], [0.0, 0.0, -0.1], [0.0, 0.1, 0.3], [0.0, 0.2, 0.0], [0.0, -0.1, -0.1], [0.0, 0.3, 0.0], [-0.2, -0.2, 0.0], [0.0, -0.1, -0.1], [-0.2, 0.4, -0.2], [0.1, 0.0, 0.1], [-0.1, -0.1, 0.0], [0.1, 0.0, -0.1], [0.1, 0.0, 0.0], [0.0, -0.1, 0.0], [0.0, 0.1, -0.1], [0.1, 0.0, 0.0], [0.1, -0.1, 0.1], [0.0, 0.0, -0.1], [0.0, 0.0, 0.1], [0.2, 0.0, 0.1], [-0.6, 0.1, 0.0], [0.0, -0.2, 0.1], [0.1, 0.1, -0.1], [0.0, -0.1, 0.2], [0.0, 0.0, -0.2], [0.0, 0.0, 0.0], [0.1, 0.0, 0.0], [0.0, 0.0, 0.0], [0.0, 0.0, 0.0], [0.0, 0.0, 0.0], [0.1, 0.0, -0.1], [0.0, 0.0, 0.0], [0.0, 0.0, 0.0], [0.0, 0.0, 0.0], [-0.2, 0.4, -0.2]], "lowdin_charge": [0.64, -0.04, -0.55, -0.05, -0.06, -0.16, -0.06, -0.53, 0.93, -0.34, -0.38, -0.09, 0.04, -0.53, -0.04, -0.03, -0.06, 0.09, 0.09, 0.09, 0.09, 0.08, 0.08, 0.09, 0.08, 0.09, 0.11, 0.10, 0.08, 0.09, 0.08, 0.09, 0.09, 0.09, 0.07, 0.09, 0.06, -0.01, -0.12, -0.04, -0.03, -0.02, -0.76, 0.75, -0.35, 0.01, -0.02, -0.02, -0.08, -0.02, 0.10, 0.08, 0.07, 0.14, 0.11, 0.13, 0.12, 0.12, 0.12, 0.16, -0.13, -0.13, 0.15, -0.22, 0.11, -0.31, 1.09, -0.41, -0.11, -0.07, -0.07, -0.06, -0.09, -0.38, -0.08, -0.04, -0.04, -0.03, -0.20, -0.58, 0.86, -0.26, 0.09, 0.10, 0.11, 0.11, 0.11, 0.11, 0.11, 0.12, 0.12, 0.10, 0.06], "charge": 1, "e_tot_ev": -243857.403, "largest_force_ev_per_a": 2.21, "multiplicity": 3, "s2": 2.021}